1.
Formula: C11H23N3PtS
Source: the OMol25 dataset
Level of theory: ωB97M-V/def2-TZVPD

For the HOMO-LUMO gap, the calculation gives 0.199 Ha. The HOMO energy comes out at -0.8786 Ha.

Structure (ORCA input):
```
! RIJCOSX wB97M-V def2-TZVPD def2/J DEFGRID3
* xyz 4 1
Pt -0.13337 -0.03801 0.62581
C -1.46930 -2.47245 0.95573
C -0.26029 -2.73326 1.82822
N 0.74785 -1.61260 1.59125
C 1.48537 -1.14616 2.82488
C 0.53366 -0.40502 3.74167
S -0.26744 0.88827 2.73441
C -2.05400 0.68430 2.93635
C -2.47129 -0.69716 2.49125
N -1.85324 -1.02485 1.13604
H -2.31435 -3.13105 1.19171
H -1.24916 -2.62202 -0.10586
H 0.19525 -3.69127 1.56078
H -0.47756 -2.76781 2.89362
H 1.45761 -1.94270 0.92339
H 2.31128 -0.51000 2.49407
H 1.93542 -2.01316 3.32444
H 1.10961 0.12273 4.51404
H -0.21925 -1.00855 4.24897
H -2.49076 1.49423 2.34016
H -2.32122 0.89699 3.98190
H -3.56124 -0.73598 2.38596
H -2.19199 -1.48231 3.18991
H -2.52508 -0.76649 0.40126
C 1.21008 3.26277 -3.26785
C 1.01376 1.71543 -3.39994
C -0.13646 1.38431 -4.45670
C 2.36711 1.00666 -3.85646
C 0.63645 1.16742 -2.18853
N 0.31089 0.69463 -1.14298
H 1.40998 3.61982 -4.27818
H 2.06345 3.49663 -2.63361
H 0.31692 3.75509 -2.88729
H 0.25460 1.77707 -5.39425
H -1.05393 1.90953 -4.19784
H -0.30386 0.31366 -4.54535
H 2.48420 1.29139 -4.90132
H 2.31019 -0.07700 -3.78438
H 3.20011 1.39692 -3.27529
*
```

=====

2.
Formula: C11H23N4OP
Source: the OMol25 dataset
Level of theory: ωB97M-V/def2-TZVPD

For the HOMO-LUMO gap, the calculation gives 0.304 Ha. The HOMO energy comes out at -0.2833 Ha.

Structure (ORCA input):
```
! RIJCOSX wB97M-V def2-TZVPD def2/J DEFGRID3
* xyz 0 1
C 2.64591 -1.83414 -0.74300
P 2.08467 -0.91548 0.77027
C 2.82610 0.76441 0.47414
C 0.30438 -0.58970 0.36958
O -0.45885 -1.78270 0.39685
C -1.68705 -1.67706 1.05760
C -2.86126 -1.24733 0.18458
N -2.52516 -0.22387 -0.79078
H 3.63912 -2.18086 -0.51292
H 2.66447 -1.12165 -1.55985
H 1.95659 -2.63096 -0.97166
H 3.42997 0.73789 -0.42267
H 2.05307 1.50103 0.29616
H 3.46932 1.04372 1.28697
H -0.10362 0.16323 1.03778
H 0.25152 -0.17364 -0.62679
H -1.62154 -1.04780 1.93984
H -1.93061 -2.66390 1.42665
H -3.27682 -2.09314 -0.33225
H -3.61654 -0.85766 0.86796
H -3.31700 0.01119 -1.36585
H -2.10976 0.59311 -0.37234
C -1.07846 2.10541 -3.87890
C -0.54484 2.15047 -2.52336
N -0.14472 2.17001 -1.45522
H -0.26231 2.01346 -4.59191
H -1.74054 1.24778 -3.97900
H -1.63482 3.01685 -4.08599
C 6.43521 -0.83780 1.70203
C 6.22967 -1.64650 0.50515
N 6.04554 -2.27289 -0.42839
H 6.20615 0.20322 1.48472
H 5.78080 -1.18918 2.49705
H 7.47055 -0.91730 2.02594
C -5.74104 1.98630 2.13134
C -5.87340 1.16144 0.93454
N -5.97724 0.51602 -0.00058
H -6.02409 3.01149 1.90412
H -6.38846 1.60158 2.91598
H -4.70973 1.96808 2.47714
*
```

=====

- The highest HOMO-LUMO gap belongs to which entry?
  C11H23N4OP

=====

- The lowest HOMO-LUMO gap belongs to which entry?
  C11H23N3PtS